(1)
DFT (ωB97M-V/def2-TZVPD) results for a cluster of 11 separate species, C33H75B2BrNO21PS2 in total.

```
136
Properties=species:S:1:pos:R:3
C -0.4868 -1.3153 3.6365
B 0.4888 -2.2181 2.7894
O 0.5427 -3.5594 2.9502
C 1.4565 -1.5318 1.7351
C 2.8481 -1.5447 1.9085
C 3.4770 -2.2520 3.0655
S 3.9298 -3.9483 2.6635
O 3.5936 -4.2065 1.2956
O 3.4290 -4.8088 3.6969
C 3.6465 -0.8621 0.9750
C 3.0724 -0.2064 -0.1205
C 1.6890 -0.2370 -0.3291
N 1.0007 0.3453 -1.4315
C 0.9040 -0.8919 0.6215
O -0.4686 -0.9082 0.4610
B -1.0913 0.3361 0.5399
O -0.4728 1.4107 1.1024
O -2.3694 0.4721 0.0852
C 3.9828 0.4981 -1.0498
O 3.8257 0.5546 -2.2301
C 5.1635 1.1192 -0.3798
S 5.7198 2.7276 -0.9905
C 5.5371 3.7717 0.4347
O 7.0902 2.6376 -1.3904
O 4.7547 3.1771 -1.9491
C 5.7319 0.4914 0.6499
P 7.1720 1.1482 1.5930
O 7.0760 0.1443 2.8574
Br 8.9476 0.3568 0.5209
C 5.1118 -0.8032 1.0824
O 5.7888 -1.7149 1.4549
H -1.5269 -1.5993 3.4748
H -0.2631 -1.3819 4.7019
H -0.3658 -0.2694 3.3779
H 0.1639 -3.8301 3.7912
H 2.8512 -2.2980 3.9475
H 4.3985 -1.7688 3.3667
H 5.2770 -3.9390 2.7706
H 0.9959 -0.3541 -2.1665
H 1.4991 1.1378 -1.8138
H -1.0677 2.1601 1.0006
H -2.7594 -0.3787 -0.1376
H 6.5006 4.1548 0.7377
H 5.1560 3.1931 1.2650
H 4.8164 4.5461 0.2227
H 7.9335 0.1129 3.3040
C 8.9115 4.0992 3.8349
C 9.2875 2.7365 4.3854
O 9.5995 1.8129 3.3413
H 8.0584 4.0105 3.1606
H 8.6547 4.7908 4.6383
H 9.7390 4.5268 3.2646
H 8.4532 2.3048 4.9379
H 10.1397 2.8186 5.0671
H 10.3419 2.1607 2.8380
C -4.4984 -3.2990 1.0515
C -4.4283 -2.9097 2.5155
O -3.5872 -1.7773 2.7250
H -3.4996 -3.5289 0.6719
H -5.1392 -4.1675 0.9055
H -4.9017 -2.4797 0.4580
H -4.0114 -3.7224 3.1101
H -5.4306 -2.6849 2.8935
H -3.9752 -1.0586 2.2117
C 0.9207 4.4723 2.6617
C 2.1965 4.0910 1.9404
O 3.2664 4.9588 2.3157
H 0.6555 5.5057 2.4366
H 0.0938 3.8258 2.3724
H 1.0590 4.3974 3.7422
H 2.0702 4.1821 0.8617
H 2.4707 3.0519 2.1626
H 3.3831 4.8838 3.2700
C -8.3305 -1.8158 -2.4401
C -7.2527 -2.7400 -1.9072
O -7.2801 -2.8287 -0.4804
H -8.2172 -0.8157 -2.0189
H -8.2769 -1.7449 -3.5256
H -9.3230 -2.1788 -2.1601
H -6.2666 -2.3682 -2.1736
H -7.3636 -3.7405 -2.3366
H -8.1432 -3.1703 -0.2286
C -3.3520 -1.9270 -2.4095
C -2.0480 -2.1587 -3.1382
O -1.0406 -1.2051 -2.7889
H -3.7285 -0.9227 -2.6150
H -4.1003 -2.6550 -2.7215
H -3.2125 -2.0190 -1.3278
H -2.1937 -2.0608 -4.2134
H -1.6770 -3.1672 -2.9291
H -0.8831 -1.2637 -1.8386
C -7.8387 1.0261 0.9413
C -6.3911 1.1755 1.3674
O -5.6858 -0.0612 1.2783
H -8.3402 0.2787 1.5561
H -8.3725 1.9730 1.0327
H -7.9028 0.6924 -0.0966
H -6.3269 1.4894 2.4076
H -5.8850 1.9276 0.7530
H -5.7228 -0.3599 0.3633
C 2.1252 -2.5045 -5.7831
C 1.6279 -1.1056 -6.0992
O 0.2472 -0.9494 -5.7835
H 1.5449 -3.2463 -6.3330
H 3.1780 -2.6169 -6.0461
H 2.0123 -2.7215 -4.7181
H 1.7258 -0.8962 -7.1634
H 2.2154 -0.3618 -5.5502
H 0.1429 -1.1190 -4.8403
C -4.4908 -2.3961 -6.8098
C -5.8302 -2.6489 -6.1429
O -5.7405 -2.5460 -4.7242
H -3.7455 -3.1036 -6.4448
H -4.5651 -2.4948 -7.8936
H -4.1310 -1.3906 -6.5794
H -6.1814 -3.6573 -6.3574
H -6.5796 -1.9407 -6.5132
H -5.4420 -1.6491 -4.5199
C -3.4450 2.5930 -4.1944
C -4.1426 1.5154 -5.0003
O -4.9593 0.6825 -4.1713
H -2.8287 2.1428 -3.4156
H -2.8096 3.2077 -4.8323
H -4.1750 3.2436 -3.7057
H -3.4123 0.8582 -5.4695
H -4.7595 1.9595 -5.7880
H -5.6244 1.2353 -3.7509
C 3.0554 1.3672 6.1577
C 3.4123 2.5500 5.2779
O 2.7225 3.7333 5.6862
H 1.9808 1.1862 6.1283
H 3.5733 0.4637 5.8314
H 3.3285 1.5632 7.1969
H 3.1204 2.3590 4.2453
H 4.4919 2.7364 5.2988
H 2.9827 3.9223 6.5927
```

Charge = 0
Maximum force = 0.0244 hartree/bohr
Frontier orbital gap = 7.537 eV
Electronic energy = -6698.76415 Eh
HOMO level = -8.99 eV
Lowest unoccupied orbital energy = -1.45 eV
Structure (SMILES) = CB(O)c1c(C[SH](=O)=O)c2c(c(N)c1OB(O)O)C(=O)C(S(C)(=O)=O)=C(P(O)Br)C2=O.CCO.CCO.CCO.CCO.CCO.CCO.CCO.CCO.CCO.CCO

Results of the Mulliken charge analysis, in e, for atoms 1 through 4: number 1, C, carries -0.828; number 2, B, carries 0.671; number 3, O, carries -0.576; number 4, C, carries -0.423

=====

(2)
DFT (ωB97M-V/def2-TZVPD) results for a cluster of 3 separate species, C19H24F6N3O4 in total.

```
56
Properties=species:S:1:pos:R:3
C 0.2562 -3.4615 -1.1408
C 0.2810 -2.4939 0.0676
C 0.1111 -0.9812 -0.2234
C -0.0621 -0.5466 -1.6934
C -0.2948 1.0177 -2.0555
C -1.8699 1.0990 -2.4587
C -2.7620 0.7125 -1.1798
C -3.7227 -0.5306 -1.3949
N -5.0664 -0.6310 -0.9198
N -5.7313 -1.7745 -1.2043
C -4.7723 -2.5693 -1.9238
N -3.5256 -1.8024 -2.0209
C -0.0607 -1.5144 -2.9207
C 0.1091 -3.0210 -2.6224
H 0.3471 -4.5772 -0.9357
H 0.3816 -2.8247 1.1539
H 0.1041 -0.1575 0.5675
H -0.0857 1.7042 -1.1634
H 0.3860 1.3276 -2.9296
H -2.1021 0.3566 -3.2948
H -2.0866 2.1915 -2.7572
H -2.1418 0.5930 -0.2173
H -3.4492 1.6208 -0.9762
H -5.5253 0.1175 -0.3861
H -5.0090 -3.6086 -2.3271
H -2.6415 -2.1094 -2.4650
H -0.1948 -1.0819 -3.9684
H 0.1056 -3.7318 -3.5170
C 4.3574 -6.3123 3.7029
C 4.0022 -5.0349 4.4375
O 4.3229 -3.8859 3.6359
C 3.3976 -3.5211 2.7281
O 2.3498 -4.0926 2.5586
C 3.8454 -2.2652 1.9853
F 5.1432 -2.3097 1.6248
F 3.6988 -1.1557 2.7405
F 3.1449 -2.0543 0.8556
H 5.4051 -6.2978 3.3925
H 4.1890 -7.1832 4.3393
H 3.7578 -6.4239 2.7963
H 4.5980 -4.9573 5.3493
H 2.9512 -5.0218 4.7378
C -0.7503 7.6228 1.5312
C 0.4348 6.9997 0.8207
O 0.0605 5.7509 0.2141
C -0.5171 5.8335 -1.0010
O -0.7303 6.8639 -1.5823
C -0.8161 4.4386 -1.5437
F -1.3511 3.6197 -0.6083
F 0.3013 3.8253 -1.9956
F -1.6856 4.4546 -2.5713
H -1.1794 6.9204 2.2503
H -0.4506 8.5302 2.0588
H -1.5425 7.8786 0.8235
H 1.2204 6.7737 1.5447
H 0.8648 7.6807 0.0816
```

Charge = +1
Maximum force = 0.1075 hartree/bohr
Frontier orbital gap = 8.202 eV
Electronic energy = -1802.43961 Eh
HOMO level = -11.46 eV
Lowest unoccupied orbital energy = -3.25 eV

Results of the Mulliken charge analysis, in e, for atoms 1 through 4: number 1, C, carries -0.550; number 2, C, carries -0.594; number 3, C, carries -0.244; number 4, C, carries 0.564

=====

(3)
DFT (ωB97M-V/def2-TZVPD) results for a structure of composition C17H13IrN3O6S.

```
41
Properties=species:S:1:pos:R:3
Ir 0.0000 0.0000 0.0000
C -3.5452 -2.2826 -0.3444
C -2.2843 -1.5476 -0.7381
O -1.6381 -1.0075 0.1580
C -1.9021 -1.5265 -2.2130
C -2.7469 -2.1953 -3.1341
C -2.4642 -2.2202 -4.4977
C -1.3325 -1.5768 -4.9606
C -0.4968 -0.9161 -4.0551
C -0.7288 -0.8545 -2.6602
O 0.0913 -0.2269 -1.9112
H -3.6820 -2.2074 0.7397
H -3.4631 -3.3438 -0.5932
H -4.4180 -1.8267 -0.8189
H -3.6422 -2.7101 -2.8072
H -3.1225 -2.7371 -5.1868
H -1.0831 -1.5769 -6.0158
H 0.3913 -0.4149 -4.4433
O 1.5264 0.9467 -0.0939
O 2.3786 4.1221 7.3820
S 1.8344 3.5543 8.6202
O 2.8253 2.8616 9.4492
O 0.9310 4.4542 9.3433
C 0.7123 2.1765 8.0467
N 0.0167 1.5261 9.0079
C -0.7626 0.5430 8.5488
C -0.8658 0.2016 7.2129
C -0.1124 0.9313 6.3022
N 0.6883 1.9306 6.7149
C -0.1097 0.6875 4.8366
C 0.7524 1.4134 3.9959
C 0.7505 1.1785 2.6294
N -0.0448 0.2731 2.0246
C -0.8730 -0.4182 2.8306
C -0.9416 -0.2513 4.2088
H -1.3258 0.0101 9.3087
H -1.5146 -0.6117 6.9248
H 1.4275 2.1652 4.4023
H 1.4127 1.7351 1.9727
H -1.5091 -1.1397 2.3263
H -1.6492 -0.8572 4.7605
```

Charge = 0
Maximum force = 0.0986 hartree/bohr
Frontier orbital gap (spin up / spin down) = 3.737 / 4.951 eV
Electronic energy = -1773.58957 Eh
HOMO level (spin up / spin down) = -5.08 / -8.89 eV
Lowest unoccupied orbital energy (spin up / spin down) = -1.34 / -3.93 eV
Multiplicity = 6

Results of the Mulliken charge analysis, in e, for atoms 1 through 4: number 1, Ir, carries 0.723; number 2, C, carries -1.444; number 3, C, carries 1.558; number 4, O, carries -0.633

=====

(4)
DFT (ωB97M-V/def2-TZVPD) results for a structure of composition C22H24Cl4N7O4PtS.

```
63
Properties=species:S:1:pos:R:3
Pt -0.4099 -0.6167 -0.5591
Cl -0.2312 -2.6767 6.2547
C 0.1985 -2.3559 4.6426
C 1.6375 -2.1686 4.3330
Cl 2.7460 -2.2718 5.6167
C 2.0719 -1.9111 3.0842
Cl 3.7135 -1.6613 2.6907
C 1.1159 -1.7892 1.9913
O 1.4343 -1.5772 0.8418
C -0.3764 -1.9923 2.3113
O -1.1667 -1.9471 1.3961
C -0.7525 -2.2760 3.6917
Cl -2.4140 -2.4796 4.0034
N 2.8231 6.3699 1.7650
C 2.0490 5.2468 1.8659
C 0.6559 5.3486 1.9897
C -0.1275 4.2170 2.0646
C 0.4684 2.9610 2.0150
C 1.8495 2.8409 1.9006
C 2.6337 3.9718 1.8228
S -0.5268 1.5278 2.0843
O 0.2864 0.4649 2.6351
O -1.7756 1.8325 2.7071
N -0.7736 1.0831 0.5137
C -1.7438 1.6667 -0.2491
N -2.2943 2.8450 0.0018
C -3.2350 3.2387 -0.8492
C -3.6281 2.4934 -1.9516
C -2.9726 1.2934 -2.1489
N -2.0328 0.8769 -1.3101
H 2.4217 7.2599 1.9990
H 3.8164 6.2913 1.8876
H 0.1950 6.3274 2.0352
H -1.2003 4.2928 2.1650
H 2.3079 1.8598 1.8950
H 3.7102 3.8803 1.7465
H -3.6918 4.2002 -0.6434
H -4.3999 2.8369 -2.6226
H -3.2005 0.6486 -2.9900
N 1.2406 0.8517 -1.6962
H 1.2452 0.9782 -2.7024
H 2.1836 0.6060 -1.4126
H 1.0313 1.7513 -1.2738
C 1.1089 -2.4381 -2.3615
C 1.1421 -3.7155 -3.2356
N -0.2114 -4.1989 -3.4864
C -1.0091 -3.1182 -4.0525
C -1.1667 -1.9682 -3.0285
N -0.2757 -2.2187 -1.8591
C -0.7346 -3.4712 -1.1860
C -0.8045 -4.6189 -2.2215
H 1.3836 -1.5494 -2.9296
H 1.7630 -2.5043 -1.4929
H 1.7043 -4.5096 -2.7442
H 1.6295 -3.5102 -4.1886
H -1.9856 -3.5106 -4.3357
H -0.5195 -2.7671 -4.9612
H -2.1823 -1.8942 -2.6388
H -0.8904 -0.9981 -3.4428
H -1.7014 -3.2620 -0.7316
H -0.0228 -3.6761 -0.3871
H -1.8377 -4.9143 -2.4040
H -0.2717 -5.4959 -1.8548
```

Charge = +1
Maximum force = 0.0075 hartree/bohr
Frontier orbital gap (spin up / spin down) = 5.661 / 5.662 eV
Electronic energy = -3895.01935 Eh
Energy relative to the best compared isomer or geometry (same formula, charge and spin) = 1.118 eV
HOMO level (spin up / spin down) = -10.38 / -10.38 eV
Lowest unoccupied orbital energy (spin up / spin down) = -4.72 / -4.72 eV

Results of the Mulliken charge analysis, in e, for atoms 1 through 4: number 1, Pt, carries 1.363; number 2, Cl, carries -0.133; number 3, C, carries 0.464; number 4, C, carries 0.647

=====

(5)
DFT (ωB97M-V/def2-TZVPD) results for a cluster of 2 separate species, C6H7N in total.

```
14
Properties=species:S:1:pos:R:3
C -1.4759 -0.5850 0.0320
C -0.3262 -1.4927 0.1466
C -2.0027 0.5753 0.0904
C -1.5837 -2.0226 -0.0747
C 1.7081 0.8742 -0.1395
C 1.8652 -0.5695 0.0614
N -2.3259 1.7291 0.3679
H -2.2968 -2.8118 0.0598
H 1.1170 1.3839 0.6641
H 1.2510 1.1381 -1.1161
H 2.5463 1.5600 -0.0602
H 1.8884 -1.0023 1.0988
H 1.9896 -1.2629 -0.7174
H -2.3544 2.4861 -0.4132
```

Charge = 0
Maximum force = 0.0808 hartree/bohr
Frontier orbital gap (spin up / spin down) = 5.642 / 5.643 eV
Electronic energy = -287.27416 Eh
Energy relative to the best compared isomer or geometry (same formula, charge and spin) = 8.519 eV
HOMO level (spin up / spin down) = -6.60 / -6.60 eV
Lowest unoccupied orbital energy (spin up / spin down) = -0.96 / -0.96 eV

Results of the Mulliken charge analysis, in e, for atoms 1 through 4: number 1, C, carries 0.089; number 2, C, carries -0.305; number 3, C, carries 0.578; number 4, C, carries -0.716

=====

(6)
DFT (ωB97M-V/def2-TZVPD) results for the ion C17H22NO4 with charge +1.

```
44
Properties=species:S:1:pos:R:3
C 1.3565 -4.5375 1.4614
N 0.1560 -3.8367 1.0089
C 0.1552 -3.2717 -0.3797
C 1.2492 -2.2219 -0.5259
C 1.0893 -1.0731 0.4853
O 0.0697 -0.1623 0.0740
C 0.4038 0.7153 -0.9089
O 1.4690 0.6774 -1.4587
C -0.7153 1.6776 -1.1693
C -0.9366 1.8514 -2.6932
O -2.1034 2.5658 -2.9628
C -0.3779 3.0137 -0.5335
C -1.3024 3.6413 0.2910
C -1.0217 4.8833 0.8349
C 0.1856 5.5039 0.5634
C 1.1119 4.8796 -0.2554
C 0.8325 3.6406 -0.8046
C 0.7141 -1.5762 1.8842
C -0.3331 -2.6836 1.8307
C -1.5353 -2.2592 0.9894
O -2.1654 -3.3396 0.3641
C -1.2300 -2.6285 -0.3946
H 1.1968 -4.9241 2.4668
H 2.2162 -3.8729 1.4727
H 1.5660 -5.3721 0.7941
H -0.6451 -4.4919 1.0063
H 0.2710 -4.0774 -1.1088
H 2.2319 -2.6789 -0.4109
H 1.2143 -1.8011 -1.5319
H 2.0333 -0.5142 0.5226
H -1.6328 1.2852 -0.7218
H -0.0516 2.3256 -3.1340
H -1.0741 0.8722 -3.1603
H -2.0050 3.4731 -2.6500
H -2.2491 3.1640 0.5003
H -1.7494 5.3658 1.4692
H 0.4037 6.4716 0.9878
H 2.0547 5.3588 -0.4701
H 1.5587 3.1544 -1.4387
H 1.6039 -1.9205 2.4104
H 0.3037 -0.7370 2.4472
H -0.6017 -3.0288 2.8320
H -2.1370 -1.4139 1.2819
H -1.5801 -2.0975 -1.2654
```

Charge = +1
Maximum force = 0.0329 hartree/bohr
Frontier orbital gap = 8.909 eV
Electronic energy = -1016.46023 Eh
Energy relative to the best compared isomer or geometry (same formula, charge and spin) = 0.000 eV
HOMO level = -11.58 eV
Lowest unoccupied orbital energy = -2.67 eV
Structure (SMILES) = C[N@@H+]1[C@@H]2C[C@@H](OC(=O)[C@H](CO)c3ccccc3)C[C@H]1[C@@H]1O[C@@H]12

Results of the Mulliken charge analysis, in e, for atoms 1 through 4: number 1, C, carries -0.892; number 2, N, carries -0.280; number 3, C, carries -0.017; number 4, C, carries -1.264